(1)
This record from the Open Molecules 2025 dataset describes a molecular structure, C26H38Cl2N6ORbSb. The level of theory is the ωB97M-V functional and the def2-TZVPD basis.

Values from the calculation:
Total charge: 0
E in eV: -70802.8206
Kohn-Sham gap in eV: 5.62

Each line ends with the Löwdin charge.
Cartesian coordinates (Å):
Rb 0.117 -0.643 0.100  0.6853
C 0.755 -2.394 2.992  -0.0547
C -0.640 -2.069 3.442  -0.3399
C -1.035 -2.263 4.764  -0.0292
C -2.341 -2.000 5.128  -0.0686
C -3.227 -1.564 4.156  -0.1431
C -2.760 -1.379 2.856  -0.4447
N -1.492 -1.611 2.511  0.0351
Sb -4.286 -0.807 1.435  1.5250
C -3.788 -2.008 -0.290  -0.4453
C -4.856 -2.700 -0.854  -0.1419
C -4.626 -3.486 -1.972  -0.0675
C -3.345 -3.554 -2.483  -0.0267
C -2.325 -2.832 -1.868  -0.3207
C -0.917 -2.870 -2.389  -0.0378
N -2.550 -2.072 -0.787  0.0514
C -3.586 1.112 0.732  -0.4452
C -4.553 2.113 0.781  -0.1464
C -4.228 3.380 0.324  -0.0665
C -2.958 3.593 -0.170  -0.0280
C -2.041 2.542 -0.193  -0.3298
C -0.658 2.753 -0.735  -0.0558
N -2.352 1.320 0.259  0.0524
H 1.357 -2.767 3.820  0.0827
H 1.248 -1.514 2.576  0.0292
H 0.721 -3.139 2.196  0.0685
H -0.321 -2.625 5.492  0.1109
H -2.669 -2.149 6.150  0.1081
H -4.266 -1.375 4.393  0.0765
H -5.846 -2.622 -0.422  0.0768
H -5.434 -4.038 -2.437  0.1078
H -3.127 -4.163 -3.351  0.1110
H -0.834 -3.528 -3.252  0.0801
H -0.239 -3.220 -1.609  0.0555
H -0.601 -1.866 -2.680  0.0730
H -5.540 1.895 1.170  0.0742
H -4.954 4.184 0.350  0.1083
H -2.663 4.568 -0.538  0.1115
H -0.550 3.766 -1.123  0.0756
H -0.427 2.047 -1.530  0.0526
H 0.094 2.613 0.042  0.0416
N 3.503 -3.658 0.811  0.1710
C 2.721 -2.945 -0.041  -0.5808
O 1.497 -3.105 -0.036  -0.1182
C 3.445 -1.955 -0.900  -0.2795
C 3.459 -0.596 -0.143  -0.2325
H 3.065 -4.222 1.518  0.1008
H 4.473 -3.418 0.917  0.1018
H 2.892 -1.866 -1.840  0.0895
H 4.437 -2.370 -1.142  0.0904
H 4.164 0.059 -0.680  -0.0334
H 3.930 -0.760 0.840  -0.0217
Cl 0.514 1.228 2.490  0.5338
C 0.129 2.118 3.965  -0.9694
Cl -0.940 3.495 3.645  0.5236
H 1.051 2.493 4.388  0.0292
H -0.382 1.447 4.644  0.0252
C 2.308 3.853 -3.012  -0.0500
C 3.059 2.690 -2.367  -0.6404
C 4.046 2.086 -3.373  -0.0546
C 3.823 3.188 -1.144  -0.0427
N 2.085 1.716 -1.847  -0.1011
N 1.473 0.852 -2.801  0.0052
H 3.006 4.551 -3.482  0.0818
H 1.730 4.389 -2.257  0.0722
H 1.620 3.502 -3.786  0.0712
H 4.846 2.799 -3.587  0.0820
H 3.563 1.841 -4.321  0.0719
H 4.502 1.179 -2.965  0.0805
H 4.489 4.009 -1.418  0.0844
H 4.421 2.385 -0.706  0.0762
H 3.122 3.543 -0.385  0.0834
H 2.549 1.090 -1.175  0.0228
H 2.178 0.340 -3.330  0.0643
H 0.960 1.416 -3.469  0.0617

=====

(2)
This record from the Open Molecules 2025 dataset describes 4 unconnected molecules or ions with the total composition C28H38ClF24NO6P. The level of theory is the ωB97M-V functional and the def2-TZVPD basis.

Values from the calculation:
Expectation value of S²: 0.754
Total charge: 0
E in eV: -130455.6044
Kohn-Sham gap (alpha / beta) in eV: 8.53 / 9.02
Multiplicity: 2

Each line ends with the Löwdin charge.
Cartesian coordinates (Å):
C 1.807 -5.463 -0.080  -0.1002
C 1.420 -3.945 -0.400  -0.2204
C 0.867 -3.224 0.873  -0.1600
C 1.537 -1.856 1.259  -0.2091
O 2.582 -1.419 0.400  -0.1994
C 3.854 -1.331 1.091  -0.5577
P 5.106 -0.886 -0.276  0.7021
O 4.530 0.511 -1.040  -0.3464
Cl 4.892 -2.406 -1.741  0.1944
C 4.338 -2.701 1.677  -0.0937
C 4.640 -2.758 3.219  -0.4257
C 5.859 -3.766 3.374  -0.0512
C 3.451 -3.470 4.001  -0.0173
N 5.077 -1.494 3.832  -0.1265
O 6.327 -1.242 3.659  -0.0027
C 4.208 -0.335 3.562  -0.4425
C 5.039 0.943 4.005  -0.0497
C 2.914 -0.273 4.466  -0.0380
C 3.827 -0.095 2.057  -0.0804
H 1.186 -6.134 -0.714  0.0650
H 2.859 -5.624 -0.415  0.0653
H 1.736 -5.705 0.998  0.0594
H 0.608 -3.973 -1.159  0.0834
H 2.321 -3.499 -0.862  0.0580
H 0.928 -3.902 1.761  0.0890
H -0.227 -3.048 0.733  0.1089
H 0.740 -1.069 1.225  0.1272
H 1.828 -1.914 2.335  0.0932
H 3.725 0.310 -1.538  0.0403
H 3.623 -3.527 1.449  0.1265
H 5.286 -2.999 1.157  0.0857
H 5.448 -4.754 3.043  0.0898
H 6.159 -3.899 4.433  0.0953
H 6.692 -3.536 2.686  0.0807
H 2.549 -3.618 3.376  0.0613
H 3.779 -4.489 4.317  0.0815
H 3.251 -2.922 4.948  0.0812
H 5.394 0.867 5.053  0.0920
H 5.826 1.210 3.278  0.0823
H 4.306 1.792 3.997  0.0911
H 2.363 0.659 4.193  0.0885
H 2.208 -1.108 4.293  0.0604
H 3.216 -0.175 5.527  0.0928
H 4.527 0.685 1.660  0.0961
H 2.825 0.394 2.035  0.1328
C -0.512 -2.324 -5.809  -0.0301
C -1.681 -1.429 -6.293  -0.4386
C -2.304 -0.466 -5.276  -0.3045
F -2.854 -1.086 -4.222  0.1001
F -3.308 0.241 -5.860  0.0813
F -2.625 -2.211 -6.858  0.1346
F -1.180 -0.655 -7.295  0.1081
O -0.781 -3.688 -5.442  0.0349
C -1.214 -4.016 -4.149  -0.5245
C -2.625 -4.616 -4.136  -0.2869
F -3.532 -3.783 -4.675  0.1046
F -3.013 -4.859 -2.865  0.0997
F -1.081 -2.956 -3.336  0.1431
F -0.348 -4.944 -3.694  0.1443
H 0.141 -2.427 -6.676  0.1481
H 0.099 -1.822 -5.058  0.1437
H -1.564 0.250 -4.911  0.1710
H -2.649 -5.551 -4.698  0.1761
C -4.198 2.881 -2.557  -0.0232
C -4.812 3.722 -3.705  -0.4341
C -4.099 3.699 -5.063  -0.3062
F -2.847 4.177 -5.012  0.0994
F -4.767 4.480 -5.947  0.0977
F -4.984 4.989 -3.272  0.1338
F -6.059 3.219 -3.917  0.1100
O -3.374 3.536 -1.571  0.0061
C -2.007 3.710 -1.876  -0.5075
C -1.602 5.184 -1.999  -0.2841
F -2.327 5.820 -2.934  0.1108
F -0.303 5.292 -2.366  0.1030
F -1.695 2.993 -2.964  0.1420
F -1.318 3.153 -0.856  0.1409
H -5.051 2.531 -1.974  0.1487
H -3.723 1.974 -2.932  0.1370
H -4.070 2.686 -5.471  0.1588
H -1.737 5.704 -1.056  0.1500
C -3.637 3.703 1.622  -0.0304
C -2.976 5.062 1.966  -0.4236
C -1.735 5.023 2.866  -0.3061
F -1.971 4.509 4.080  0.1053
F -1.282 6.286 3.070  0.0944
F -3.915 5.891 2.465  0.1404
F -2.576 5.617 0.787  0.0886
O -4.799 3.318 2.380  0.0359
C -4.675 2.668 3.616  -0.5271
C -5.228 3.504 4.776  -0.2885
F -4.616 4.696 4.876  0.1040
F -5.035 2.857 5.947  0.1003
F -3.410 2.268 3.808  0.1493
F -5.409 1.542 3.521  0.1476
H -4.027 3.807 0.607  0.1284
H -2.910 2.893 1.552  0.1421
H -0.930 4.452 2.396  0.1725
H -6.297 3.684 4.644  0.1755

=====

(3)
This record from the Open Molecules 2025 dataset describes a molecular structure, C37H48CrIN8O2S2. The level of theory is the ωB97M-V functional and the def2-TZVPD basis.

Values from the calculation:
Expectation value of S²: 1.022
Total charge: 0
E in eV: -113357.8479
Kohn-Sham gap (alpha / beta) in eV: 4.68 / 6.80
Multiplicity: 2

Each line ends with the Löwdin charge.
Cartesian coordinates (Å):
Cr 1.599 1.309 -1.107  0.4634
C -2.027 -0.294 -3.322  -0.0379
C -2.298 0.514 -2.083  -0.2821
N -3.573 0.807 -1.834  0.0938
C -3.830 1.556 -0.754  -0.1201
C -2.869 2.141 0.038  -0.1663
C -3.283 2.965 1.222  -0.2196
O -2.799 2.446 2.460  -0.0877
C -1.496 1.925 -0.273  -0.1222
C -0.493 2.653 0.398  -0.0953
N 0.822 2.737 0.044  -0.0744
C 1.520 3.831 0.530  -0.3398
C 0.854 4.991 0.997  -0.0255
C 1.521 6.067 1.544  -0.0872
C 2.905 6.075 1.641  -0.1059
C 3.599 4.990 1.135  -0.1807
C 2.926 3.909 0.588  -0.5836
I 4.142 2.398 -0.201  1.1400
C -1.239 0.959 -1.277  -0.2888
O -0.031 0.416 -1.437  -0.2343
H -1.965 0.370 -4.189  0.0750
H -2.853 -0.982 -3.500  0.0651
H -1.085 -0.838 -3.255  0.0609
H -4.879 1.723 -0.527  0.1053
H -4.376 3.025 1.245  0.1103
H -2.903 3.990 1.148  0.1162
H -2.627 1.500 2.344  0.0094
H -0.810 3.210 1.269  0.0990
H -0.218 5.050 0.884  0.1027
H 0.946 6.919 1.884  0.1043
H 3.436 6.910 2.077  0.0981
H 4.681 4.978 1.165  0.0824
N 2.945 -1.648 1.718  0.2009
C 2.668 -0.776 2.760  -0.1848
C 2.872 -0.882 4.130  -0.0263
C 2.435 0.178 4.897  -0.0800
C 1.810 1.294 4.320  -0.0614
C 1.607 1.390 2.960  -0.0087
C 2.060 0.335 2.168  -0.2580
N 1.961 0.126 0.798  0.0834
C 2.505 -1.045 0.585  -0.2806
C 2.596 -1.547 -0.774  -0.2878
C 2.820 -2.799 -1.260  -0.3240
S 2.674 -2.786 -2.965  1.0673
C 2.315 -1.118 -2.921  -0.4079
N 2.323 -0.598 -1.732  -0.0308
H 3.404 -2.538 1.783  0.1646
H 3.337 -1.752 4.575  0.1088
H 2.566 0.145 5.971  0.1035
H 1.465 2.092 4.963  0.1080
H 1.096 2.232 2.523  0.1027
H 3.028 -3.705 -0.715  0.0820
H 2.093 -0.544 -3.807  0.0828
C 1.707 4.308 -3.421  -0.0310
C 1.775 2.804 -3.714  -0.6738
C 0.525 2.348 -4.468  -0.0315
C 3.048 2.470 -4.493  -0.0393
N 1.812 2.131 -2.448  -0.1053
H 1.605 4.873 -4.349  0.0862
H 2.612 4.634 -2.906  0.0830
H 0.853 4.525 -2.779  0.0882
H 0.427 2.892 -5.410  0.0887
H -0.365 2.523 -3.862  0.0880
H 0.573 1.280 -4.688  0.0736
H 3.055 2.998 -5.448  0.0883
H 3.113 1.400 -4.698  0.0667
H 3.931 2.765 -3.924  0.0766
C -0.256 -3.098 4.783  -0.1101
C -0.684 -4.157 3.773  -0.2632
C -2.201 -4.259 3.608  -0.1988
C -2.839 -3.062 2.905  -0.2071
N -2.353 -2.904 1.544  0.0121
C -1.501 -1.946 1.127  -0.7772
S -1.084 -0.597 2.030  0.7844
N -0.933 -2.127 -0.090  0.0210
C -1.003 -3.348 -0.862  -0.1952
C -2.249 -3.527 -1.725  -0.1997
C -2.305 -4.904 -2.373  -0.2707
C -3.574 -5.113 -3.187  -0.1116
H 0.829 -3.079 4.900  0.0581
H -0.693 -3.302 5.764  0.0751
H -0.563 -2.101 4.467  0.0334
H -0.301 -5.133 4.081  0.1014
H -0.227 -3.942 2.800  0.0923
H -2.665 -4.359 4.594  0.1121
H -2.458 -5.171 3.058  0.1050
H -2.635 -2.131 3.427  0.0709
H -3.925 -3.186 2.867  0.1193
H -2.562 -3.653 0.904  0.1153
H -0.571 -1.275 -0.516  0.0846
H -0.901 -4.198 -0.175  0.1192
H -0.113 -3.379 -1.498  0.1049
H -2.259 -2.755 -2.494  0.0859
H -3.151 -3.354 -1.127  0.1190
H -2.228 -5.677 -1.600  0.1072
H -1.429 -5.035 -3.017  0.1092
H -4.460 -5.043 -2.555  0.0739
H -3.585 -6.089 -3.673  0.0683
H -3.667 -4.352 -3.964  0.0742

=====

(4)
This record from the Open Molecules 2025 dataset describes a molecular structure, C18H38B5F20Li4O5. The level of theory is the ωB97M-V functional and the def2-TZVPD basis.

Values from the calculation:
Total charge: -1
E in eV: -88115.6115
Kohn-Sham gap in eV: 8.61

Each line ends with the Löwdin charge.
Cartesian coordinates (Å):
Li -2.558 -2.760 -1.332  0.7610
Li 1.059 1.406 -1.363  0.6773
Li 1.689 -3.694 -0.656  0.7672
Li 0.195 -0.935 -4.205  0.8132
B 2.614 0.957 -3.382  -1.2209
F 1.285 0.412 -3.355  0.0178
F 3.569 -0.019 -3.588  0.1634
F 2.657 1.883 -4.436  0.1192
F 2.807 1.606 -2.135  0.0721
B -0.270 -1.237 -0.716  -1.2684
F -1.656 -1.317 -0.430  0.0826
F -0.165 -1.113 -2.097  0.1081
F 0.281 -0.091 -0.120  0.1057
F 0.364 -2.401 -0.271  0.1163
B -3.448 -4.059 0.642  -1.2496
F -4.165 -4.611 -0.426  0.1096
F -3.754 -4.704 1.841  0.1188
F -2.059 -4.132 0.349  0.0765
F -3.754 -2.662 0.718  0.0558
B -2.310 -3.305 -4.262  -1.1973
F -1.614 -2.053 -4.167  0.0307
F -1.461 -4.249 -4.823  0.1427
F -2.703 -3.717 -2.949  0.0486
F -3.443 -3.132 -5.052  0.1211
B 1.718 -3.819 -3.215  -1.2139
F 0.838 -4.444 -2.288  0.0741
F 1.133 -2.672 -3.769  0.0901
F 2.845 -3.433 -2.422  0.0685
F 2.142 -4.713 -4.177  0.1561
C 4.643 -0.819 0.381  -0.1525
C 5.482 -2.079 0.192  -0.1493
C 4.470 -3.159 0.565  -0.1930
O 3.216 -2.658 0.124  -0.2200
C 3.324 -1.272 -0.251  -0.1594
H 5.079 0.051 -0.115  0.1147
H 4.519 -0.551 1.434  0.1138
H 6.396 -2.095 0.781  0.1131
H 5.675 -2.167 -0.878  0.1249
H 4.415 -3.378 1.637  0.1216
H 4.755 -4.094 0.070  0.1244
H 2.506 -0.732 0.218  0.1052
H 3.365 -1.174 -1.335  0.1214
C 1.830 3.146 2.635  -0.1393
C 2.571 3.997 1.613  -0.1537
C 2.935 3.022 0.502  -0.2130
O 1.894 2.067 0.504  -0.2212
C 1.390 1.906 1.844  -0.1643
H 1.004 3.649 3.130  0.1098
H 2.527 2.804 3.402  0.1108
H 3.395 4.571 2.039  0.1128
H 1.943 4.765 1.149  0.1020
H 3.913 2.533 0.614  0.1249
H 2.985 3.497 -0.477  0.1112
H 1.826 0.987 2.243  0.1211
H 0.313 1.779 1.750  0.1124
C -3.891 1.948 1.463  -0.1475
C -4.796 3.099 1.021  -0.1583
C -4.385 3.283 -0.436  -0.2222
O -4.088 1.992 -0.906  -0.1198
C -3.540 1.230 0.153  -0.1886
H -4.334 1.291 2.210  0.1033
H -3.019 2.392 1.956  0.1054
H -4.679 4.022 1.590  0.1076
H -5.850 2.816 1.061  0.1123
H -3.544 3.983 -0.548  0.0940
H -5.200 3.678 -1.046  0.1219
H -2.452 1.106 0.106  0.0948
H -3.947 0.222 0.080  0.1244
C -2.283 -0.748 4.337  -0.1574
C -0.846 -0.411 3.973  -0.1656
C -0.701 -1.307 2.742  -0.2070
O -1.246 -2.538 3.184  -0.1114
C -2.344 -2.268 4.034  -0.1841
H -2.957 -0.244 3.640  0.0944
H -2.563 -0.478 5.355  0.1047
H -0.112 -0.707 4.721  0.1138
H -0.727 0.642 3.695  0.0946
H 0.325 -1.470 2.412  0.1217
H -1.267 -0.904 1.897  0.1095
H -2.166 -2.839 4.952  0.1160
H -3.306 -2.555 3.611  0.1142
C 0.323 4.319 -1.903  -0.0555
C -1.019 3.622 -1.899  -0.2470
O -0.841 2.248 -1.458  -0.1312
H 0.226 5.261 -2.445  0.0856
H 1.085 3.694 -2.368  0.0746
H 0.652 4.596 -0.898  0.0679
H -1.399 3.612 -2.922  0.1271
H -1.734 4.066 -1.208  0.0915
H -1.581 1.762 -1.842  0.0911

=====

(5)
This record from the Open Molecules 2025 dataset describes a molecular structure, C16H10F6MoN4O4S2Te. The level of theory is the ωB97M-V functional and the def2-TZVPD basis.

Values from the calculation:
Expectation value of S²: 2.455
Total charge: +2
E in eV: -77997.8345
Kohn-Sham gap (alpha / beta) in eV: 4.60 / 3.26
Multiplicity: 3

Each line ends with the Löwdin charge.
Cartesian coordinates (Å):
Mo -0.844 -2.437 0.395  1.1871
F 4.557 1.480 -2.127  0.1286
C 3.316 0.989 -1.801  -0.5669
F 2.371 1.234 -2.737  0.1124
F 2.971 1.636 -0.657  0.0726
S 3.454 -0.841 -1.540  0.6018
O 3.246 -1.045 -0.092  -0.3370
O 4.723 -1.116 -2.115  -0.2271
N 2.323 -1.591 -2.303  -0.3123
S 0.886 -1.666 -2.888  0.5787
O 0.368 -2.994 -2.634  -0.3368
O 0.048 -0.445 -2.747  -0.3759
C 1.138 -1.833 -4.848  -0.5322
F -0.111 -2.031 -5.325  0.1153
F 1.661 -0.704 -5.439  0.1152
F 1.879 -2.917 -5.192  0.1394
N 0.110 -8.206 0.642  0.2636
C 0.429 -7.055 0.755  -0.2072
N 0.703 -5.837 1.133  0.2324
C 0.241 -4.700 1.145  -0.1273
N -0.394 -3.694 1.569  -0.1222
Te -1.982 -0.099 0.244  1.4469
C -1.071 1.775 -0.202  -0.4435
C -1.754 2.701 -1.035  0.0206
C -1.184 3.946 -1.258  0.0641
C 0.087 4.246 -0.745  0.0207
C 0.842 3.289 -0.134  0.0667
C 0.236 2.014 0.129  -0.0479
C -2.224 0.444 2.311  -0.4816
C -3.411 0.122 2.968  -0.1307
C -3.600 0.343 4.365  -0.0294
C -2.594 0.982 5.067  -0.0351
C -1.435 1.400 4.405  -0.0466
C -1.235 1.113 3.073  -0.1225
H -2.755 2.442 -1.410  0.1445
H -1.761 4.775 -1.657  0.1520
H 0.467 5.271 -0.783  0.1508
H 1.904 3.444 0.072  0.1495
H 0.904 1.207 0.565  0.1486
H -4.243 -0.212 2.343  0.0999
H -4.519 -0.057 4.835  0.1358
H -2.753 1.270 6.095  0.1253
H -0.633 1.852 4.986  0.1298
H -0.365 1.504 2.573  0.0798

=====

(6)
This record from the Open Molecules 2025 dataset describes 2 unconnected molecules or ions with the total composition C2H2NO2S. The level of theory is the ωB97M-V functional and the def2-TZVPD basis.

Values from the calculation:
Total charge: -1
E in eV: -18523.7142
Kohn-Sham gap in eV: 8.87

Each line ends with the Löwdin charge.
Cartesian coordinates (Å):
C 1.760 0.271 -0.168  -0.2983
C 0.047 -0.432 -1.094  -0.2660
N 2.781 0.674 0.283  -0.0584
O -0.981 1.667 0.490  -0.4027
O -2.325 -0.255 -0.073  -0.4634
S -0.961 0.238 0.182  0.4432
H 0.332 -1.573 -0.826  0.0176
H -0.652 -0.588 1.207  0.0280

=====

> Which formula does entry 6 have?

C2H2NO2S

=====

> Which value of total charge does entry 1 give?

0

=====

> Among the records above, which one has the lowest E?

C28H38ClF24NO6P

=====

> The highest total charge belongs to which entry?

C16H10F6MoN4O4S2Te